{
  "formula": "C16H18N2O4",
  "method": "the ωB97M-V functional and the def2-TZVPD basis",
  "e_tot_ev": -28053.73382,
  "charge": 0,
  "smiles": "CC(=O)N(C)CCCCC1=C(c2ccncc2)C(=O)OC1=O",
  "homo_lumo_gap_ev": 8.560,
  "symbols": ["C", "C", "O", "N", "C", "C", "C", "C", "C", "C", "C", "C", "C", "C", "N", "C", "C", "C", "O", "O", "C", "O", "H", "H", "H", "H", "H", "H", "H", "H", "H", "H", "H", "H", "H", "H", "H", "H", "H", "H"],
  "positions_angstrom": [[-2.260, 0.494, -2.005], [-1.889, -0.978, -1.995], [-2.642, -1.795, -2.475], [-0.643, -1.286, -1.413], [0.468, -0.793, -2.235], [-0.510, -2.699, -1.053], [-0.962, -3.032, 0.400], [-1.465, -1.826, 1.189], [-0.245, -0.935, 1.564], [-0.624, 0.505, 1.505], [0.160, 1.559, 1.228], [1.580, 1.710, 0.937], [2.442, 0.699, 0.615], [3.759, 0.905, 0.351], [4.293, 2.113, 0.361], [3.455, 3.087, 0.642], [2.135, 2.974, 0.948], [-0.763, 2.742, 1.265], [-0.561, 3.921, 1.350], [-2.081, 2.272, 1.216], [-2.021, 1.005, 1.761], [-2.916, 0.460, 2.355], [-2.602, 0.765, -2.998], [-3.029, 0.701, -1.267], [-1.410, 1.133, -1.779], [0.371, -1.159, -3.261], [0.431, 0.291, -2.311], [1.431, -1.045, -1.810], [0.550, -2.932, -1.120], [-0.992, -3.374, -1.757], [-0.123, -3.491, 0.922], [-1.711, -3.817, 0.334], [-2.150, -1.288, 0.544], [-1.986, -2.156, 2.078], [0.082, -1.219, 2.563], [0.525, -1.194, 0.855], [2.087, -0.313, 0.556], [4.389, 0.060, 0.126], [3.866, 4.089, 0.627], [1.561, 3.849, 1.185]],
  "forces_ev_per_angstrom": [[0.72, 0.07, -0.19], [-0.40, 0.65, -0.46], [0.18, -0.15, 0.62], [-0.19, -0.61, -0.11], [-0.50, 0.63, -0.29], [0.78, -0.25, 0.46], [-0.21, -0.18, -0.36], [0.81, -0.51, -0.31], [-1.65, -0.44, 0.12], [0.96, -0.28, -0.04], [-1.04, 0.15, 0.10], [-0.47, 0.78, 0.22], [-0.89, -1.96, 0.00], [0.60, 0.15, -0.12], [0.56, -0.23, -0.21], [1.06, 1.54, -0.05], [-0.56, 0.05, 0.17], [-0.17, 1.24, -0.29], [-0.12, -1.01, -0.27], [-0.01, -0.01, 1.06], [-0.40, -0.94, 0.25], [0.91, 0.89, -0.96], [-0.33, -0.02, -0.05], [-0.22, -0.14, -0.01], [0.06, 0.02, 0.17], [0.35, -0.27, -0.03], [0.00, 0.13, 0.12], [0.05, -0.24, 0.10], [0.13, 0.03, -0.08], [-0.25, 0.19, -0.17], [0.11, 0.01, 0.12], [-0.28, 0.08, 0.14], [-0.25, 0.15, 0.19], [-0.23, 0.07, 0.10], [0.19, 0.09, 0.12], [0.27, 0.35, 0.00], [-0.01, -0.16, 0.04], [0.25, -0.05, -0.08], [0.22, 0.06, 0.01], [-0.07, 0.12, 0.00]]
}